(1)
A 2-piece molecular cluster, C7H14N2 overall, computed with ωB97M-V/def2-TZVPD.

## Properties
Kohn-Sham gap   9.41 eV
Total energy   -384.612224 Ha

Last column: Löwdin charge in e.
Element x y z (Å)
C  2.980627  1.615162  -1.254816  -0.1615
C  3.727924  0.369555  -0.714542  -0.1673
H  1.937113  1.548910  -0.927613  0.0442
H  3.459974  2.473657  -0.791479  0.0541
H  3.050828  1.725496  -2.329378  0.0574
H  3.692116  0.203367  0.355399  0.0551
H  3.304910  -0.500520  -1.234188  0.0606
H  4.782978  0.491384  -0.968219  0.0559
C  -1.174010  -1.696064  -0.767045  -0.2045
C  -2.417060  -2.521140  -0.349488  -0.1029
C  -1.103992  -0.419790  0.040945  -0.3355
C  -1.218035  0.924954  -0.275695  -0.0539
C  -0.466888  0.646815  1.818530  -0.1756
N  -0.666352  -0.558808  1.321681  0.0882
N  -0.759148  1.554573  0.851269  0.0243
H  -0.184303  -2.113881  -0.530212  0.1065
H  -1.202005  -1.627830  -1.857687  0.0981
H  -3.260334  -1.884380  -0.092286  0.0666
H  -1.682455  1.388469  -1.120578  0.1073
H  -0.073767  0.860863  2.788402  0.1093
H  -0.796091  2.546046  0.995057  0.1400
H  -2.093606  -3.019842  0.575625  0.0715
H  -2.732671  -3.199211  -1.144377  0.0622

Forces on the atoms, in the same order (eV/Å):
0.23 -0.53 1.53
-0.09 0.20 -1.39
0.07 0.30 -0.28
-0.27 0.41 -0.07
-0.03 -0.18 -0.17
-0.39 0.23 0.18
0.42 -0.07 0.31
0.02 -0.37 -0.09
-0.54 0.51 -0.10
1.18 -0.17 0.63
0.14 0.45 -0.91
0.18 -1.72 0.67
-0.49 -0.92 -1.78
0.56 -0.05 0.90
-0.40 1.33 0.54
-0.61 -0.73 -0.06
0.10 0.85 0.12
0.04 0.19 -0.11
0.26 0.41 -0.16
0.03 0.28 0.24
0.08 0.17 0.01
-0.65 -0.35 -0.32
0.15 -0.23 0.32

(2)
C6H10 as an isolated structure, computed with ωB97M-V/def2-TZVPD.

## Properties
Kohn-Sham gap   9.33 eV
Total energy   -234.446921 Ha

Last column: Löwdin charge in e.
Element x y z (Å)
C  0.236606  -0.416689  -2.077866  -0.0681
C  0.259952  -1.208123  -0.988647  -0.0655
C  0.361242  0.874140  -1.291659  -0.1513
C  0.241879  -0.065586  -0.070485  -0.3623
C  -1.695951  -0.063593  0.840056  0.0813
C  1.221738  -0.097407  1.058573  -0.0661
H  0.206351  -0.455757  -3.169949  0.0939
H  0.205774  -2.199000  -0.713432  0.0839
H  1.380135  1.455709  -1.150885  0.1350
H  -0.400874  1.683927  -1.601368  0.1199
H  -1.359200  -0.096634  1.872680  0.0166
H  -2.062369  -0.879615  0.375924  -0.0242
H  -2.054247  0.945517  0.694389  0.0216
H  0.834274  0.506020  1.870265  0.0762
H  2.044807  0.386046  0.712386  0.0363
H  1.577287  -1.034853  1.387980  0.0728

Forces on the atoms, in the same order (eV/Å):
1.11 0.44 -0.65
-0.67 2.35 -1.20
0.54 2.16 0.23
-3.65 -0.65 2.22
5.45 3.20 0.37
-2.20 1.02 0.47
-0.04 -0.66 0.39
-0.03 -2.19 0.01
-1.66 -1.31 -1.00
0.84 -1.28 1.05
-0.29 -0.74 -0.01
-1.71 -2.34 -1.18
-0.48 -0.17 -0.67
0.17 -0.08 0.49
2.85 1.58 -0.91
-0.24 -1.34 0.37

The records above yield E_LUMO values of 0.0317; 0.0390 hartree, respectively.